(1)
The following is a quantum chemistry calculation of an isolated ion of composition C4H12BN2 and charge -1, from the OMol25 dataset.

Last column: natural (NBO) charge in e.
Geometry (Å):
C 2.347 0.320 0.321  -0.6354
C 1.408 -0.152 -0.877  -0.6236
B -0.115 -0.568 -0.371  0.2402
N -0.151 -1.665 0.704  -1.0913
C -0.831 0.847 0.158  -0.7069
C -2.384 0.809 -0.009  0.1641
N -3.023 0.022 -0.821  -0.6346
H 2.040 -0.117 1.309  0.1908
H 2.238 1.434 0.418  0.1830
H 3.410 0.052 0.065  0.1772
H 1.890 -0.932 -1.544  0.1738
H 1.274 0.759 -1.545  0.1723
H -0.676 -1.013 -1.348  -0.0867
H 0.677 -2.256 0.705  0.3414
H -0.364 -1.309 1.636  0.3312
H -0.397 1.743 -0.366  0.2105
H -0.513 0.945 1.246  0.1896
H -3.039 1.499 0.607  0.1026
H -4.031 0.213 -0.722  0.3019

Output
Kohn-Sham gap: 0.25948 Eh
Net charge: -1
Energy: -7999.2872 eV
HOMO level: -2.993 eV
Molar mass: 98.966 u

(2)
The following is a quantum chemistry calculation of an isolated ion of composition C4H12BN2O2 and charge +1, from the OMol25 dataset.

Last column: Löwdin spin population.
Geometry (Å):
B 2.915 0.156 0.015  0.1239
C -0.708 -1.309 -0.173  0.0503
C -1.848 -0.507 -0.812  0.0699
C -2.282 1.028 1.026  0.0758
C 1.601 -0.726 0.322  0.4731
N 0.516 -0.566 -0.324  0.2907
N -1.773 0.859 -0.324  0.6738
O 2.764 1.011 -1.006  0.0263
O 3.956 -0.078 0.801  0.0452
H -0.901 -1.484 0.888  0.0080
H -0.603 -2.285 -0.658  0.0086
H -1.721 -0.500 -1.898  0.0001
H -2.800 -1.007 -0.580  0.0364
H -2.267 2.083 1.283  0.0025
H -1.639 0.497 1.729  0.0129
H 1.625 -1.494 1.088  0.0383
H -3.306 0.657 1.147  0.0419
H 0.469 0.197 -1.005  0.0047
H -2.270 1.484 -0.948  0.0180
H 3.488 1.585 -1.265  -0.0002
H 4.783 0.397 0.694  -0.0001

Output
Kohn-Sham gap (alpha / beta): 0.21447 / 0.21509 Eh
Multiplicity: 3
<S²>: 2.007
Net charge: +1
Energy: -12086.3418 eV
HOMO level (alpha / beta): -9.081 / -14.464 eV
Molar mass: 130.964 u

(3)
The following is a quantum chemistry calculation of C4H12BO2RbS as an isolated structure, from the OMol25 dataset.

Last column: Löwdin charge in e.
Geometry (Å):
Rb -2.137 2.836 1.093  0.9686
B -3.159 -0.108 0.690  -0.4857
H -2.095 0.023 0.814  -0.1380
H -3.701 0.650 1.235  -0.1462
H -3.387 -0.046 -0.362  -0.0804
H -3.564 -1.041 1.049  -0.0784
C 1.041 -1.315 -0.893  -0.2054
C 1.116 -1.064 0.632  -0.1915
C 1.886 0.271 0.787  -0.2298
S 1.438 1.336 -0.594  0.7608
O 2.685 1.700 -1.305  -0.3377
O 0.463 2.333 -0.029  -0.5026
C 0.508 0.011 -1.490  -0.1812
H 0.492 -2.199 -1.215  0.1166
H 2.002 -1.650 -1.284  0.1103
H 1.586 -1.882 1.178  0.1182
H 0.107 -0.883 1.002  0.0982
H 2.948 0.026 0.768  0.1047
H 1.598 0.738 1.728  0.1006
H 0.727 0.211 -2.539  0.1009
H -0.557 0.052 -1.264  0.0979

Output
Kohn-Sham gap: 0.29655 Eh
Energy: -20601.7631 eV
HOMO level: -8.605 eV
Molar mass: 220.485 u

(4)
The following is a quantum chemistry calculation of C4H12BrFeO2 as an isolated structure, from the OMol25 dataset.

Last column: Löwdin spin population.
Geometry (Å):
Fe -1.439 -1.288 3.636  3.7706
Br -1.015 -1.602 1.257  0.2126
C 2.939 0.842 0.838  0.0004
C 2.922 -0.492 1.581  0.0005
O 1.821 -0.577 2.490  0.0074
H 3.049 1.702 1.499  0.0000
H 2.010 1.018 0.292  0.0000
H 3.794 0.774 0.164  0.0001
H 3.850 -0.647 2.123  0.0000
H 2.817 -1.247 0.795  0.0001
H 1.004 -0.621 1.989  0.0041
C -2.338 1.108 -1.649  0.0006
C -2.835 -0.245 -2.158  0.0002
O -1.721 -1.108 -2.342  0.0011
H -1.688 1.607 -2.364  0.0000
H -1.801 0.955 -0.707  0.0008
H -3.185 1.760 -1.423  0.0000
H -3.372 -0.143 -3.097  0.0000
H -3.552 -0.627 -1.419  0.0001
H -1.258 -1.170 -1.503  0.0013

Output
Kohn-Sham gap (alpha / beta): 0.17126 / 0.16374 Eh
Multiplicity: 5
<S²>: 6.008
Net charge: +1
Energy: -112857.1549 eV
HOMO level (alpha / beta): -12.695 / -12.693 eV
Molar mass: 227.887 u
Energy relative to the best compared isomer or geometry (same formula, charge and spin): 0.845 eV

(5)
The following is a quantum chemistry calculation of C4H12BrLiO3V as an isolated structure, from the OMol25 dataset.

Last column: Löwdin spin population.
Geometry (Å):
O 3.485 -1.175 -0.701  -0.3696
V 3.080 -2.516 0.010  1.3490
Li -1.514 -2.670 1.164  -0.0007
Br 0.566 -1.384 0.727  -0.0518
C 2.608 3.900 1.751  0.0011
C 1.666 2.797 1.262  0.0102
O 2.269 2.008 0.237  0.0525
H 2.108 4.633 2.384  -0.0001
H 3.015 4.501 0.937  0.0004
H 3.388 3.470 2.380  0.0005
H 0.685 3.141 0.933  0.0041
H 1.546 2.110 2.099  0.0054
H 1.681 1.262 0.097  -0.0004
C -2.346 -2.627 -2.301  0.0000
C -2.801 -1.666 -1.121  -0.0002
O -3.152 -2.477 0.039  0.0000
H -3.165 -3.127 -2.819  0.0000
H -1.633 -3.290 -1.810  0.0000
H -1.992 -1.952 -3.080  0.0000
H -3.571 -0.913 -1.289  0.0000
H -1.923 -1.140 -0.747  -0.0003
H -4.001 -2.881 -0.153  0.0000

Output
Kohn-Sham gap (alpha / beta): 0.11700 / 0.10923 Eh
Multiplicity: 2
<S²>: 0.895
Net charge: +2
Energy: -106400.6111 eV
HOMO level (alpha / beta): -15.514 / -15.055 eV
Molar mass: 245.926 u

(6)
The following is a quantum chemistry calculation of C4H12Cl2ErFN2 as an isolated structure, from the OMol25 dataset.

Last column: Löwdin spin population.
Geometry (Å):
Er -0.404 0.877 -0.545  3.0172
N -0.113 0.576 1.770  -0.0033
C 0.580 -0.698 2.112  0.0004
C 0.052 -1.770 1.159  0.0005
C 0.838 -2.111 -0.167  -0.0001
N 0.974 -0.925 -1.071  -0.0055
H 0.391 1.399 2.230  0.0002
H -1.042 0.618 2.183  0.0000
H 0.307 -0.978 3.157  0.0001
H 1.643 -0.496 2.046  0.0000
H -0.936 -1.437 0.747  0.0001
H -0.219 -2.670 1.658  0.0001
H 0.338 -2.935 -0.688  -0.0001
H 1.852 -2.437 0.110  0.0000
H 0.600 -1.030 -2.048  0.0002
H 1.910 -0.561 -1.126  0.0002
F -2.208 0.071 -0.570  -0.0061
Cl -0.401 3.501 -0.440  -0.0023
C -0.999 2.958 -2.286  -0.0007
Cl -0.644 1.213 -3.082  -0.0009
H -0.444 3.647 -2.823  -0.0001
H -2.075 3.188 -2.326  0.0001

Output
Kohn-Sham gap (alpha / beta): 0.32221 / 0.32142 Eh
Multiplicity: 4
<S²>: 3.752
Net charge: +2
Energy: -62692.3036 eV
HOMO level (alpha / beta): -18.613 / -18.602 eV
Molar mass: 345.318 u

(7)
The following is a quantum chemistry calculation of a 5-piece molecular cluster, C4H12Cl4N3O6 overall, from the OMol25 dataset.

Last column: natural (NBO) charge in e.
Geometry (Å):
N -1.062 0.486 -0.639  -0.9135
H -0.860 0.293 -1.636  0.4688
H -1.738 -0.183 -0.284  0.4073
H -1.526 1.413 -0.516  0.4640
H -0.280 0.405 -0.001  0.4113
N -3.384 3.082 -0.881  0.7105
O -3.774 2.405 -1.869  -0.5169
O -2.398 2.736 -0.196  -0.5936
O -4.088 4.086 -0.683  -0.5156
N -0.743 0.398 -4.088  0.7038
O -0.289 0.907 -5.169  -0.5509
O -0.040 0.029 -3.140  -0.5819
O -1.983 0.487 -4.026  -0.5036
Cl -0.768 0.930 2.514  -0.0482
C -1.309 -0.265 3.753  -0.3862
C -0.458 -1.538 3.797  -0.3932
Cl -0.630 -2.436 2.268  -0.0473
H -2.370 -0.512 3.729  0.2239
H -1.253 0.275 4.699  0.2190
H -0.759 -2.223 4.588  0.2212
H 0.568 -1.263 4.036  0.2169
Cl 1.699 -1.221 -0.087  -0.0867
C 3.466 -0.860 -0.115  -0.3654
C 4.054 -1.338 -1.415  -0.4379
Cl 3.978 -3.053 -1.641  -0.0216
H 3.816 -1.427 0.746  0.2166
H 3.508 0.206 0.093  0.2322
H 5.061 -0.943 -1.567  0.2204
H 3.561 -0.877 -2.273  0.2466

Output
Kohn-Sham gap: 0.25442 Eh
Net charge: -1
Energy: -71182.5362 eV
HOMO level: -4.863 eV
Molar mass: 339.967 u
Energy relative to the best compared isomer or geometry (same formula, charge and spin): 0.321 eV

(8)
The following is a quantum chemistry calculation of C4H12F12K5O18S4 as an isolated structure, from the OMol25 dataset.

Last column: natural (NBO) charge in e.
Geometry (Å):
K -24.083 -13.617 0.896  0.9955
K -27.980 -16.284 -3.361  0.9817
K -24.717 -18.744 -5.955  0.9676
K -21.303 -18.484 -2.419  0.9792
K -21.148 -13.049 -3.798  0.9845
C -22.552 -16.370 -7.693  0.7507
F -22.164 -15.528 -8.704  -0.3050
F -23.230 -15.726 -6.709  -0.3399
F -23.228 -17.498 -8.169  -0.3317
S -20.878 -16.978 -6.866  2.3069
O -20.126 -15.826 -6.429  -1.0081
O -21.400 -17.723 -5.692  -1.1114
O -20.227 -17.819 -7.841  -0.9396
C -28.309 -16.332 -7.432  0.7181
F -28.425 -17.687 -7.368  -0.3281
F -28.623 -15.744 -8.577  -0.2752
F -29.058 -15.852 -6.419  -0.3443
S -26.533 -15.878 -7.142  2.3152
O -25.682 -16.578 -8.105  -0.9893
O -26.530 -14.471 -7.455  -0.9782
O -26.187 -16.207 -5.768  -1.0888
C -24.492 -19.539 0.764  0.7158
F -23.884 -18.363 1.178  -0.3427
F -24.101 -20.635 1.465  -0.2902
F -25.820 -19.462 0.924  -0.3143
S -24.282 -19.972 -1.058  2.3287
O -24.453 -18.779 -1.884  -1.0684
O -22.882 -20.414 -1.202  -1.0383
O -25.181 -21.032 -1.285  -0.9307
C -23.256 -15.978 -3.356  0.7549
F -23.005 -16.482 -2.137  -0.3408
F -22.062 -15.717 -3.838  -0.3053
F -24.011 -16.781 -4.163  -0.2932
S -24.178 -14.343 -3.177  2.2815
O -23.758 -13.722 -1.866  -1.0817
O -23.685 -13.463 -4.229  -0.9922
O -25.623 -14.579 -3.296  -0.9830
O -26.511 -12.622 -5.300  -0.9706
H -26.173 -13.284 -4.697  0.4541
H -26.407 -13.012 -6.168  0.5033
O -26.117 -19.200 -3.736  -1.0221
H -25.638 -18.852 -2.985  0.4946
H -26.235 -20.129 -3.536  0.4934
O -23.978 -11.084 -2.934  -0.9358
H -24.445 -10.806 -2.146  0.4583
H -23.776 -12.007 -2.780  0.4624
O -25.109 -16.034 -0.554  -0.9765
H -24.597 -16.839 -0.485  0.4992
H -25.967 -16.264 -0.198  0.4758
O -23.663 -13.168 -7.295  -0.9186
H -22.771 -12.901 -7.518  0.4553
H -23.569 -13.668 -6.485  0.4644
O -28.327 -12.455 -2.047  -0.9220
H -28.567 -12.943 -2.835  0.4702
H -27.488 -12.831 -1.778  0.4547

Output
Kohn-Sham gap: 0.25702 Eh
Net charge: +1
Energy: -198774.1050 eV
HOMO level: -11.240 eV
Molar mass: 899.856 u